Computed, not measured: a 3-piece molecular cluster, C10H20F7NO4S overall, with ωB97M-V/def2-TZVPD.

SMILES ... C[C@H](F)N(C(F)(F)C(F)(F)F)S(=O)(=O)F.CC(C)O.CC(C)O
M ... 383.33 g/mol
Energy ... -50231.21121 eV

The geometry in ORCA input format:
```
! RIJCOSX wB97M-V def2-TZVPD def2/J DEFGRID3
* xyz 0 1
C 1.69 1.18 -0.39
C 0.73 1.07 -1.58
F 1.43 1.30 -2.75
N -0.46 1.94 -1.55
C -1.50 1.48 -0.68
F -1.80 0.21 -0.92
F -1.17 1.52 0.62
C -2.87 2.26 -0.84
F -3.16 2.47 -2.09
F -2.93 3.33 -0.10
F -3.81 1.43 -0.37
S -0.13 3.58 -1.43
O -0.10 4.02 -0.09
O -1.03 4.33 -2.20
F 1.29 3.83 -2.02
H 1.44 0.42 0.35
H 2.68 0.90 -0.77
H 1.71 2.16 0.10
H 0.44 0.02 -1.66
C 1.35 0.77 5.12
C 0.93 0.38 3.71
C -0.16 -0.68 3.73
O 2.07 -0.12 3.00
H 1.75 -0.10 5.66
H 2.14 1.52 5.09
H 0.51 1.17 5.69
H 0.58 1.26 3.18
H 0.19 -1.59 4.23
H -0.45 -0.95 2.71
H -1.05 -0.32 4.25
H 2.39 -0.90 3.46
C -1.29 -2.64 -2.06
C -0.10 -2.76 -2.99
C 0.31 -4.20 -3.21
O 1.00 -2.02 -2.44
H -1.06 -3.05 -1.08
H -1.56 -1.60 -1.92
H -2.16 -3.17 -2.46
H -0.34 -2.30 -3.95
H 0.60 -4.67 -2.26
H 1.17 -4.26 -3.87
H -0.51 -4.78 -3.65
H 1.23 -2.42 -1.59
*
```